# 1
Entry from the OMol25 dataset: a molecular structure, C41H38BrIN2O5PRuS (wB97M-V/def2-TZVPD).

Computed properties:
Kohn-Sham gap in eV: 6.0
LUMO energy in eV: -4.362
Net charge: +1

Each line ends with the Löwdin charge.
Cartesian coordinates (Å):
Ru: -0.668 -1.130 0.237  1.296
I: -2.423 1.029 0.230  1.356
C: -4.009 -0.215 -0.277  -0.587
C: -5.245 0.277 -0.568  -0.120
C: -6.268 -0.608 -0.963  -0.056
C: -6.018 -1.948 -1.020  -0.017
C: -4.745 -2.468 -0.684  -0.156
C: -4.518 -3.866 -0.651  -0.006
C: -3.322 -4.362 -0.232  -0.050
C: -2.281 -3.482 0.132  -0.101
C: -2.405 -2.116 0.016  -0.229
C: -3.693 -1.586 -0.329  -0.228
H: -5.446 1.339 -0.503  0.105
H: -7.245 -0.217 -1.209  0.114
H: -6.798 -2.641 -1.310  0.120
H: -5.327 -4.531 -0.929  0.123
H: -3.160 -5.430 -0.166  0.113
H: -1.360 -3.908 0.494  0.089
O: 1.806 -0.481 0.101  -0.351
S: 1.538 -0.068 -1.285  0.533
O: 2.081 -0.916 -2.312  -0.291
O: 0.013 0.039 -1.395  -0.537
C: 2.312 1.525 -1.484  -0.265
C: 3.545 1.436 -2.132  -0.053
C: 4.373 2.540 -2.214  -0.050
C: 3.969 3.737 -1.643  -0.047
C: 2.739 3.820 -1.015  -0.065
C: 1.877 2.726 -0.921  -0.325
P: 0.220 2.963 -0.155  1.019
C: 0.516 4.263 1.091  -0.380
C: 0.728 3.814 2.395  -0.096
C: 0.963 4.716 3.423  -0.075
C: 0.961 6.078 3.158  -0.074
C: 0.723 6.535 1.870  -0.068
C: 0.504 5.634 0.839  -0.099
C: -0.629 3.847 -1.508  -0.395
C: -0.210 3.815 -2.834  -0.072
C: -0.978 4.409 -3.828  -0.071
C: -2.170 5.040 -3.510  -0.079
C: -2.601 5.072 -2.189  -0.078
C: -1.841 4.473 -1.199  -0.144
H: 3.845 0.494 -2.565  0.110
H: 5.327 2.460 -2.717  0.114
H: 4.603 4.612 -1.694  0.114
H: 2.438 4.766 -0.589  0.100
H: 0.701 2.750 2.600  0.077
H: 1.130 4.359 4.431  0.104
H: 1.132 6.786 3.959  0.108
H: 0.707 7.598 1.667  0.109
H: 0.313 5.996 -0.164  0.109
H: 0.722 3.335 -3.104  0.104
H: -0.637 4.380 -4.855  0.108
H: -2.761 5.510 -4.285  0.106
H: -3.529 5.565 -1.931  0.107
H: -2.182 4.509 -0.170  0.100
Br: 1.050 -0.395 8.581  0.788
C: 0.624 -0.588 6.754  -0.675
C: -0.244 -1.600 6.365  -0.101
C: -0.554 -1.744 5.025  0.006
C: -0.004 -0.868 4.094  -0.134
C: 0.864 0.146 4.494  0.005
C: 1.186 0.284 5.832  -0.100
C: -0.336 -1.009 2.677  -0.519
O: -0.104 -0.074 1.831  -0.201
O: -0.856 -2.038 2.162  -0.035
H: -0.668 -2.264 7.104  0.109
H: -1.224 -2.527 4.696  0.128
H: 1.294 0.808 3.753  0.115
H: 1.867 1.055 6.160  0.108
C: 2.426 -5.356 0.563  -0.056
C: 2.804 -4.311 -0.479  -0.190
N: 1.783 -4.147 -1.513  -0.060
C: 2.025 -4.854 -2.775  -0.191
C: 2.976 -4.093 -3.687  -0.055
C: 0.752 -3.321 -1.335  -0.393
C: -0.205 -3.105 -2.468  0.008
N: 0.528 -2.742 -0.181  -0.004
H: 3.242 -5.495 1.272  0.084
H: 2.223 -6.316 0.088  0.081
H: 1.536 -5.067 1.125  0.068
H: 3.724 -4.601 -0.986  0.122
H: 3.013 -3.338 -0.028  0.124
H: 1.075 -5.039 -3.272  0.111
H: 2.428 -5.835 -2.518  0.126
H: 2.594 -3.093 -3.892  0.066
H: 3.100 -4.626 -4.629  0.084
H: 3.960 -3.985 -3.231  0.078
H: 0.330 -2.896 -3.391  0.092
H: -0.858 -2.261 -2.267  0.062
H: -0.827 -3.993 -2.598  0.105
H: 1.159 -2.985 0.569  0.074

# 2
Entry from the OMol25 dataset: a molecular structure, C41H38BrN4O3PY (wB97M-V/def2-TZVPD).

Computed properties:
Kohn-Sham gap in eV: 6.9
LUMO energy in eV: -3.052
Net charge: +1

Each line ends with the Löwdin charge.
Cartesian coordinates (Å):
Y: 0.475 0.094 0.173  1.486
Br: -5.227 1.160 5.322  0.747
C: -3.736 0.639 4.282  -0.698
C: -2.598 0.116 4.913  -0.101
C: -1.506 -0.268 4.177  0.003
C: -1.480 -0.136 2.769  -0.351
O: -0.431 -0.470 2.097  -0.236
C: -2.654 0.371 2.138  -0.131
C: -2.830 0.402 0.721  -0.068
N: -1.960 0.123 -0.201  0.002
C: -2.438 -0.027 -1.523  -0.227
C: -3.722 -0.381 -1.866  -0.009
C: -4.113 -0.485 -3.216  -0.052
C: -3.224 -0.261 -4.225  -0.020
C: -1.878 0.042 -3.918  -0.145
C: -0.888 0.246 -4.906  0.016
C: 0.401 0.495 -4.533  -0.017
C: 0.716 0.522 -3.164  -0.090
N: -0.180 0.348 -2.215  0.033
C: -1.479 0.130 -2.567  -0.181
C: -3.767 0.751 2.922  -0.085
H: -2.588 0.014 5.990  0.108
H: -0.630 -0.673 4.665  0.118
H: -3.843 0.669 0.412  0.127
H: -4.453 -0.607 -1.102  0.115
H: -5.135 -0.757 -3.443  0.115
H: -3.526 -0.334 -5.262  0.121
H: -1.168 0.196 -5.951  0.128
H: 1.183 0.649 -5.262  0.116
H: 1.734 0.690 -2.836  0.111
H: -4.656 1.127 2.430  0.111
C: -0.782 4.596 -0.880  -0.021
C: -0.711 3.209 -0.727  -0.102
N: 0.076 2.612 0.150  0.063
C: 0.845 3.386 0.952  -0.129
C: 0.845 4.787 0.868  -0.130
C: 0.004 5.385 -0.084  0.016
C: 1.678 5.557 1.746  -0.007
C: 2.451 4.954 2.670  -0.005
C: 2.459 3.526 2.800  -0.129
C: 3.228 2.860 3.771  0.015
C: 3.169 1.494 3.857  -0.017
C: 2.347 0.801 2.962  -0.093
N: 1.632 1.398 2.032  0.042
C: 1.672 2.742 1.946  -0.137
H: -1.448 5.020 -1.618  0.115
H: -1.321 2.564 -1.348  0.100
H: -0.018 6.464 -0.173  0.128
H: 1.665 6.635 1.651  0.123
H: 3.074 5.537 3.337  0.123
H: 3.852 3.434 4.444  0.127
H: 3.740 0.950 4.595  0.116
H: 2.267 -0.280 3.014  0.117
O: 2.328 -1.322 -0.829  -0.105
C: 3.079 -0.307 -0.787  -0.609
O: 2.579 0.845 -0.567  -0.137
C: 4.549 -0.432 -0.971  -0.144
C: 5.109 -1.679 -1.232  -0.017
C: 6.478 -1.801 -1.402  -0.068
C: 7.288 -0.677 -1.310  -0.073
C: 6.731 0.569 -1.049  -0.071
C: 5.362 0.693 -0.880  -0.019
H: 4.458 -2.541 -1.301  0.114
H: 6.915 -2.769 -1.607  0.107
H: 8.358 -0.771 -1.443  0.107
H: 7.366 1.442 -0.981  0.106
H: 4.908 1.654 -0.679  0.114
C: 0.925 -3.740 2.082  -0.140
C: 0.868 -3.949 0.569  -0.403
P: -0.310 -2.801 -0.239  0.932
C: -0.326 -3.315 -2.011  -0.390
C: 0.017 -4.765 -2.348  -0.141
C: -1.956 -3.273 0.424  -0.395
C: -2.372 -4.737 0.327  -0.132
H: 1.703 -4.361 2.527  0.076
H: -0.021 -4.005 2.556  0.070
H: 1.129 -2.698 2.332  0.045
H: 0.625 -4.988 0.336  0.074
H: 1.837 -3.730 0.115  0.070
H: 0.380 -2.648 -2.513  0.059
H: -1.320 -3.052 -2.388  0.076
H: 1.039 -5.003 -2.054  0.069
H: -0.060 -4.930 -3.423  0.075
H: -0.646 -5.474 -1.854  0.057
H: -2.676 -2.635 -0.097  0.060
H: -1.960 -2.935 1.465  0.071
H: -2.465 -5.056 -0.712  0.061
H: -3.339 -4.895 0.806  0.075
H: -1.651 -5.393 0.817  0.068

# 3
Entry from the OMol25 dataset: a molecular structure, C41H38NOP2PdSe3 (wB97M-V/def2-TZVPD).

Computed properties:
Kohn-Sham gap (alpha / beta) in eV: 6.8 / 6.8
LUMO energy (alpha / beta) in eV: -3.549 / -3.550
Net charge: +1

Each line ends with the Löwdin charge.
Cartesian coordinates (Å):
Pd: -0.097 0.181 0.671  0.119
O: 2.646 2.466 1.246  -0.023
C: 3.773 2.014 0.567  -0.237
C: 5.010 2.633 0.654  0.009
C: 6.084 2.121 -0.059  -0.045
C: 5.934 0.985 -0.838  -0.057
C: 4.713 0.336 -0.863  -0.075
C: 3.615 0.837 -0.161  -0.240
P: 2.169 -0.248 0.104  1.003
C: 2.250 -1.347 -1.353  -0.384
C: 2.261 -0.726 -2.607  -0.128
C: 2.238 -1.471 -3.772  -0.061
C: 2.210 -2.859 -3.707  -0.065
C: 2.226 -3.486 -2.473  -0.063
C: 2.251 -2.738 -1.301  -0.132
C: 2.805 -1.136 1.560  -0.402
C: 2.343 -0.772 2.818  -0.144
C: 2.890 -1.342 3.960  -0.066
C: 3.902 -2.281 3.844  -0.056
C: 4.387 -2.635 2.587  -0.057
C: 3.850 -2.054 1.450  -0.087
C: 2.148 3.720 0.935  -0.233
C: 2.896 4.876 1.130  0.005
C: 2.378 6.108 0.772  -0.045
C: 1.108 6.204 0.226  -0.055
C: 0.358 5.056 0.071  -0.078
C: 0.857 3.795 0.421  -0.241
P: -0.360 2.444 0.214  1.007
C: -0.757 2.547 -1.567  -0.378
C: -1.718 3.408 -2.092  -0.096
C: -1.953 3.449 -3.460  -0.053
C: -1.229 2.637 -4.320  -0.059
C: -0.262 1.784 -3.803  -0.060
C: -0.036 1.741 -2.439  -0.132
C: -1.796 3.135 1.076  -0.444
C: -3.091 2.898 0.622  -0.153
C: -4.183 3.331 1.358  -0.066
C: -3.989 3.985 2.566  -0.060
C: -2.701 4.211 3.029  -0.056
C: -1.608 3.796 2.284  -0.107
H: 5.166 3.477 1.304  0.106
H: 7.045 2.611 0.011  0.116
H: 6.769 0.588 -1.398  0.112
H: 4.616 -0.577 -1.435  0.107
H: 2.329 0.351 -2.682  0.099
H: 2.258 -0.971 -4.731  0.110
H: 2.200 -3.446 -4.616  0.111
H: 2.230 -4.566 -2.415  0.112
H: 2.277 -3.252 -0.349  0.072
H: 1.556 -0.030 2.928  0.058
H: 2.509 -1.041 4.928  0.101
H: 4.326 -2.731 4.732  0.111
H: 5.188 -3.354 2.491  0.110
H: 4.256 -2.315 0.481  0.105
H: 3.872 4.838 1.580  0.104
H: 2.973 6.996 0.932  0.116
H: 0.698 7.163 -0.056  0.114
H: -0.645 5.144 -0.321  0.103
H: -2.295 4.052 -1.445  0.099
H: -2.705 4.119 -3.852  0.113
H: -1.417 2.666 -5.383  0.111
H: 0.308 1.142 -4.462  0.103
H: 0.695 1.048 -2.042  0.038
H: -3.261 2.378 -0.315  0.078
H: -5.185 3.155 0.988  0.113
H: -4.838 4.316 3.147  0.111
H: -2.545 4.712 3.974  0.114
H: -0.611 3.983 2.665  0.119
C: -4.095 -0.638 0.100  -0.365
Se: -2.459 -0.363 -0.910  0.941
C: -1.957 -2.228 -1.131  -0.527
C: -1.666 -2.934 0.177  -0.482
Se: -0.048 -2.282 1.029  0.993
C: -0.468 -2.819 2.838  -0.324
H: -4.867 -1.009 -0.569  0.036
H: -4.384 0.332 0.500  0.008
H: -3.942 -1.313 0.937  0.010
H: -1.074 -2.205 -1.778  0.060
H: -2.749 -2.748 -1.672  0.080
H: -1.502 -4.000 0.004  0.085
H: -2.468 -2.823 0.906  0.057
H: -0.391 -3.905 2.863  0.046
H: -1.458 -2.463 3.101  0.004
H: 0.280 -2.373 3.485  0.013
Se: -1.792 0.334 2.609  0.675
C: -0.651 0.249 4.065  -0.749
N: 0.102 0.201 4.939  0.070

# 4
Entry from the OMol25 dataset: a molecular structure, C41H39ClF7N4O5SbTi (wB97M-V/def2-TZVPD).

Computed properties:
Kohn-Sham gap in eV: 6.8
LUMO energy in eV: -6.617
Net charge: +2

Each line ends with the Löwdin charge.
Cartesian coordinates (Å):
Ti: 0.265 0.142 -0.427  1.011
C: -3.597 1.387 -2.473  -0.052
C: -2.458 1.010 -1.536  -0.243
N: -1.298 0.202 -2.073  -0.197
C: -0.796 0.755 -3.383  -0.203
C: -1.577 0.398 -4.648  -0.051
C: -1.650 -1.248 -2.254  -0.135
C: -1.487 -2.041 -0.977  -0.171
N: -0.205 -1.652 -0.364  -0.118
C: 0.425 -2.498 0.590  -0.134
C: 1.776 -2.305 0.849  -0.166
F: 2.398 -1.312 0.189  0.075
C: 2.478 -3.063 1.751  -0.206
F: 3.767 -2.797 1.942  0.126
C: 1.850 -4.074 2.447  0.114
C: 0.507 -4.272 2.221  -0.198
F: -0.152 -5.216 2.882  0.140
C: -0.201 -3.494 1.326  -0.144
F: -1.518 -3.690 1.218  0.112
H: -4.359 1.870 -1.857  0.094
H: -3.300 2.100 -3.237  0.080
H: -4.065 0.520 -2.942  0.088
H: -2.041 1.921 -1.118  0.090
H: -2.892 0.429 -0.730  0.056
H: -0.730 1.836 -3.267  0.129
H: 0.201 0.373 -3.525  0.093
H: -2.596 0.771 -4.673  0.063
H: -1.044 0.851 -5.486  0.096
H: -1.601 -0.678 -4.830  0.082
H: -2.664 -1.351 -2.634  0.140
H: -0.964 -1.650 -2.991  0.129
H: -2.318 -1.859 -0.306  0.077
H: -1.491 -3.096 -1.228  0.145
H: 2.392 -4.690 3.156  0.158
F: -0.224 -2.525 7.014  0.100
C: -0.539 -1.900 5.880  -0.271
C: 0.483 -1.467 5.060  0.011
C: 0.151 -0.831 3.874  -0.120
C: -1.188 -0.626 3.533  -0.371
C: -2.195 -1.068 4.386  -0.090
C: -1.870 -1.711 5.572  0.024
Sb: -1.687 0.387 1.753  1.637
C: -3.757 -0.009 1.640  -0.391
C: -4.199 -1.324 1.456  -0.129
C: -5.556 -1.616 1.442  0.019
C: -6.453 -0.577 1.610  -0.272
F: -7.757 -0.851 1.598  0.100
C: -6.049 0.731 1.794  0.021
C: -4.688 1.015 1.808  -0.092
C: -1.770 2.369 2.496  -0.375
C: -1.361 2.633 3.803  -0.092
C: -1.253 3.941 4.259  0.021
C: -1.554 4.969 3.391  -0.272
F: -1.410 6.227 3.808  0.098
C: -2.003 4.745 2.102  0.014
C: -2.099 3.436 1.657  -0.139
H: 1.512 -1.623 5.357  0.131
H: 0.946 -0.484 3.232  0.085
H: -3.239 -0.910 4.140  0.105
H: -2.633 -2.063 6.255  0.133
H: -3.492 -2.142 1.361  0.086
H: -5.922 -2.629 1.312  0.132
H: -6.795 1.506 1.934  0.133
H: -4.364 2.035 1.971  0.094
H: -1.127 1.823 4.479  0.099
H: -0.934 4.167 5.272  0.134
H: -2.269 5.587 1.474  0.130
H: -2.450 3.261 0.647  0.093
O: 0.321 2.257 -0.241  -0.393
Cl: 1.464 2.181 0.738  0.791
O: 2.712 2.297 0.072  -0.205
O: 1.306 3.076 1.808  -0.168
O: 1.281 0.738 1.192  -0.445
C: 5.674 0.801 -3.954  0.056
N: 4.335 1.159 -3.459  -0.011
N: 3.581 0.314 -2.697  0.096
C: 2.408 0.929 -2.455  -0.322
O: 1.486 0.322 -1.723  -0.173
C: 2.408 2.165 -3.075  0.083
C: 3.641 2.280 -3.696  -0.208
C: 4.206 3.399 -4.505  0.020
C: 4.045 -0.967 -2.212  -0.203
C: 3.314 -2.096 -2.539  -0.010
C: 3.687 -3.317 -1.998  -0.050
C: 4.783 -3.395 -1.145  -0.054
C: 5.512 -2.253 -0.834  -0.045
C: 5.140 -1.026 -1.364  -0.010
H: 5.791 -0.275 -3.928  0.100
H: 6.446 1.264 -3.345  0.111
H: 5.766 1.142 -4.980  0.105
H: 1.622 2.903 -3.051  0.138
H: 3.540 4.256 -4.460  0.097
H: 4.320 3.108 -5.550  0.103
H: 5.186 3.702 -4.131  0.102
H: 2.466 -2.018 -3.212  0.128
H: 3.131 -4.212 -2.254  0.120
H: 5.072 -4.350 -0.722  0.122
H: 6.363 -2.313 -0.165  0.124
H: 5.682 -0.124 -1.099  0.131

# 5
Entry from the OMol25 dataset: a molecular structure, C41H39CoN6O6 (wB97M-V/def2-TZVPD).

Computed properties:
2S+1: 4
Kohn-Sham gap (alpha / beta) in eV: 4.2 / 6.3
LUMO energy (alpha / beta) in eV: 1.975 / 1.975
Net charge: -1

Each line ends with the Löwdin spin population.
Cartesian coordinates (Å):
Co: 0.120 -0.997 1.140  2.322
O: 1.947 -0.514 2.446  0.021
C: 2.060 0.100 3.506  0.002
C: 1.064 0.868 4.175  0.001
C: 1.345 1.422 5.423  0.000
C: 0.396 2.166 6.102  0.001
C: -0.874 2.369 5.515  0.000
C: -1.167 1.858 4.293  0.002
C: -0.224 1.063 3.548  0.003
O: -0.536 0.607 2.425  0.027
N: 0.694 2.723 7.353  0.000
O: -0.175 3.380 7.937  0.000
O: 1.822 2.539 7.827  0.000
H: 3.042 0.061 4.024  0.001
H: 2.310 1.263 5.883  0.000
H: -1.597 2.944 6.074  0.000
H: -2.132 2.025 3.836  0.000
C: 2.270 5.569 -10.757  0.000
O: 3.182 4.703 -10.136  0.001
C: 2.805 4.114 -8.955  0.002
C: 3.731 3.227 -8.404  0.000
C: 3.469 2.583 -7.219  0.002
C: 2.263 2.805 -6.539  0.000
C: 1.338 3.691 -7.107  0.002
C: 1.598 4.336 -8.296  0.000
C: 1.937 2.182 -5.292  0.005
N: 0.821 2.406 -4.618  -0.003
C: 0.899 1.654 -3.498  0.006
C: 2.102 0.938 -3.473  0.000
N: 2.747 1.286 -4.627  -0.003
C: 2.469 0.091 -2.407  0.045
C: 3.670 -0.608 -2.297  0.053
C: 3.905 -1.359 -1.163  0.115
C: 2.921 -1.409 -0.169  0.014
N: 1.774 -0.786 -0.248  0.154
C: 1.511 -0.027 -1.341  0.104
C: 0.274 0.659 -1.373  0.096
N: -0.585 0.465 -0.331  0.167
C: -1.695 1.189 -0.304  0.030
C: -2.072 2.081 -1.294  0.105
C: -1.245 2.247 -2.402  0.081
C: -0.053 1.543 -2.441  0.035
H: 2.746 5.886 -11.685  0.000
H: 2.061 6.449 -10.139  0.000
H: 1.328 5.060 -10.991  0.000
H: 4.655 3.063 -8.937  0.000
H: 4.209 1.904 -6.822  0.000
H: 0.412 3.853 -6.580  0.000
H: 0.855 5.008 -8.698  0.000
H: 3.646 0.957 -4.932  0.000
H: 4.410 -0.556 -3.084  0.001
H: 4.828 -1.900 -1.030  0.009
H: 3.103 -1.984 0.724  -0.001
H: -2.321 1.071 0.568  0.001
H: -2.994 2.633 -1.195  0.008
H: -1.490 2.916 -3.212  0.003
C: -4.705 -3.686 5.174  0.000
C: -4.036 -2.807 4.151  0.000
C: -4.762 -1.844 3.466  -0.002
C: -4.108 -1.034 2.541  0.000
C: -4.860 0.057 1.829  0.000
C: -2.774 -1.242 2.281  -0.002
C: -1.995 -2.247 2.903  -0.003
C: -2.688 -2.989 3.893  -0.003
N: -0.717 -2.408 2.472  -0.028
C: 0.111 -3.484 3.011  0.002
C: 1.471 -3.533 2.302  0.004
C: -0.519 -4.870 2.744  0.001
C: 0.426 -3.244 4.504  -0.001
H: -5.750 -3.412 5.296  0.000
H: -4.209 -3.596 6.141  0.000
H: -4.656 -4.731 4.864  0.000
H: -5.817 -1.712 3.663  0.000
H: -5.922 0.004 2.058  0.000
H: -4.734 -0.021 0.749  0.000
H: -4.490 1.033 2.140  0.000
H: -2.258 -0.613 1.577  -0.001
H: -2.194 -3.732 4.498  0.000
H: 1.344 -3.681 1.237  0.001
H: 2.053 -4.366 2.693  0.001
H: 2.017 -2.613 2.471  0.001
H: -0.492 -5.068 1.674  0.000
H: -1.551 -4.940 3.063  0.000
H: 0.062 -5.636 3.256  0.000
H: 0.820 -2.237 4.625  0.000
H: 1.183 -3.951 4.840  0.000
H: -0.441 -3.339 5.147  0.000
C: -2.015 -2.555 -0.355  -0.047
C: -0.567 -2.354 0.039  -0.207
O: 0.280 -3.089 -0.415  -0.125
H: -2.033 -3.179 -1.250  -0.004
H: -2.536 -1.622 -0.537  0.000
H: -2.519 -3.076 0.458  -0.001